Record 1
Density functional theory data (wB97M-V/def2-TZVPD) for C26H38O6 in the gas phase.

Results
HOMO level = -9.15 eV
Total energy = -1465.00415 Ha
ΔE to the lowest compared entry with this formula, charge and spin = 7.30 kcal per mole
SMILES = CCCCC(=O)O[C@@]1(C(=O)CO)CC[C@@H]2[C@@H]3CCC4=CC(=O)CC[C@]4(C)[C@H]3[C@H](O)C[C@@]21C

```
70
C26H38O6, DFT wB97M-V/def2-TZVPD
C 1.4765 -4.0576 6.6727
C 2.0591 -2.7046 6.2801
C 1.1440 -1.9032 5.3563
C 0.9593 -2.5582 3.9895
C 0.2561 -1.6311 3.0195
O 0.1161 -0.4502 3.1758
O -0.1646 -2.3434 1.9626
C -0.8641 -1.7870 0.8283
C -1.3320 -3.0215 0.0352
O -2.3872 -3.0151 -0.5488
C -0.4887 -4.2860 0.0370
O 0.8762 -4.1718 0.2985
C -2.0821 -0.9394 1.2505
C -1.9554 0.4101 0.5438
C -0.4513 0.5728 0.3210
C -0.0291 1.6666 -0.6676
C -0.6041 3.0089 -0.2249
C -0.0345 4.1198 -1.0972
C -0.3768 3.8746 -2.5319
C -0.9156 4.8558 -3.2659
C -1.1912 4.7841 -4.6986
O -1.7204 5.6902 -5.3084
C -0.7146 3.5159 -5.3631
C -0.8203 2.3270 -4.4177
C -0.0318 2.5174 -3.1073
C 1.4781 2.5206 -3.4044
C -0.4151 1.3661 -2.1235
C 0.2092 0.0031 -2.4954
O -0.0342 -0.4076 -3.8221
C -0.3003 -1.0886 -1.5468
C 0.0230 -0.8395 -0.0691
C 1.5175 -1.0382 0.1748
H 2.1172 -4.5446 7.4038
H 1.3906 -4.7150 5.8112
H 0.4897 -3.9332 7.1132
H 3.0266 -2.8519 5.7949
H 2.2305 -2.1183 7.1850
H 0.1680 -1.7764 5.8284
H 1.5647 -0.9074 5.2047
H 0.3862 -3.4831 4.0614
H 1.9362 -2.8024 3.5606
H -0.5832 -4.7495 -0.9494
H -0.9795 -4.9584 0.7623
H 0.9803 -3.7552 1.1640
H -3.0066 -1.4508 0.9836
H -2.0657 -0.8041 2.3301
H -2.3657 1.2090 1.1572
H -2.4944 0.3914 -0.4025
H -0.0058 0.8227 1.2888
H 1.0632 1.7386 -0.6148
H -1.6907 3.0010 -0.3216
H -0.3563 3.1907 0.8222
H -0.4175 5.0912 -0.7813
H 1.0539 4.1387 -0.9890
H -1.1483 5.8078 -2.8063
H -1.2981 3.3415 -6.2689
H 0.3226 3.6735 -5.6692
H -0.4606 1.4348 -4.9277
H -1.8766 2.1817 -4.1730
H 1.7359 1.6764 -4.0375
H 1.7573 3.4375 -3.9180
H 2.0579 2.4642 -2.4869
H -1.5055 1.2646 -2.1750
H 1.2978 0.0730 -2.4333
H -0.9659 -0.6441 -3.9036
H -1.3820 -1.1611 -1.6831
H 0.1389 -2.0383 -1.8637
H 1.7837 -0.8191 1.2060
H 1.8177 -2.0546 -0.0675
H 2.0822 -0.3603 -0.4583
```

Atom charges from the Löwdin analysis, given in e for atoms 1 to 2: atom 1 (C): -0.112, atom 2 (C): -0.265

Record 2
Density functional theory data (wB97M-V/def2-TZVPD) for a 8-piece molecular cluster, C27H64IN2O11S overall.

Results
Total charge = +1
HOMO level = -11.86 eV
Total energy = -2699.77393 Ha
ΔE to the lowest compared entry with this formula, charge and spin = 0.00 kcal per mole

```
106
C27H64IN2O11S, DFT wB97M-V/def2-TZVPD
C 3.6808 -2.9360 0.7028
C 4.2246 -1.6274 1.2412
S 2.9668 -0.3801 1.6238
C 1.8030 -0.6219 0.2545
C 1.3106 0.6726 -0.2859
C 0.0372 1.1967 0.0559
C -0.8116 0.4778 1.0730
O -1.2491 -0.7524 0.5416
C -2.5546 -1.1612 0.9701
O -2.7989 -0.9898 2.3246
C -2.1601 -1.9279 3.2090
C -1.3654 -1.2182 4.2999
O 0.0016 -1.6146 4.3680
C -0.3601 2.3494 -0.5778
C -1.7031 2.9934 -0.4283
C -2.3901 3.1657 -1.7994
C -2.4302 1.8807 -2.6091
C -3.0456 0.7209 -1.8452
C -3.1050 -0.5476 -2.6532
O -3.7312 -1.5346 -1.8601
C -3.8700 -2.7668 -2.5376
C 0.5571 2.9563 -1.4495
N 1.7347 2.4748 -1.7206
N 2.0755 1.3393 -1.1455
C 3.4128 0.8064 -1.5219
C 4.1561 1.6958 -2.4735
C 3.6901 1.7081 -3.9502
I 2.0473 0.4480 -4.4557
H 2.9357 -3.3954 1.3471
H 3.2884 -2.8558 -0.3005
H 4.5079 -3.6372 0.6299
H 4.9624 -1.2320 0.5478
H 4.7450 -1.8152 2.1744
H 2.2665 -1.1921 -0.5422
H 0.9524 -1.2037 0.5715
H -0.1966 0.3033 1.9604
H -1.6191 1.1260 1.3987
H -3.2979 -0.5730 0.4390
H -2.6369 -2.2072 0.6891
H -1.5281 -2.6185 2.6537
H -2.9635 -2.4778 3.6885
H -1.4387 -0.1385 4.1623
H -1.7993 -1.4338 5.2685
H 0.3131 -1.7887 3.4778
H -2.3520 2.3810 0.1815
H -1.5699 3.9775 0.0130
H -3.4036 3.4770 -1.5719
H -1.9302 3.9735 -2.3588
H -3.0225 2.0709 -3.5032
H -1.4361 1.5981 -2.9633
H -4.0389 0.9757 -1.4807
H -2.4313 0.5038 -0.9681
H -3.6689 -0.3908 -3.5769
H -2.0992 -0.8855 -2.9171
H -4.8079 -2.8080 -3.0913
H -3.8686 -3.5651 -1.8039
H -3.0477 -2.9334 -3.2331
H 0.3015 3.8712 -1.9542
H 3.9660 0.7210 -0.5881
H 3.2916 -0.1951 -1.9161
H 5.1852 1.3469 -2.4557
H 4.1750 2.7153 -2.1090
H 4.5117 1.4505 -4.6032
H 3.3838 2.7082 -4.2224
C 3.7624 2.2094 4.8517
O 4.0320 0.8516 5.1825
H 4.0626 2.8111 5.7059
H 4.3408 2.5311 3.9793
H 2.7001 2.3718 4.6579
H 3.7715 0.3072 4.4355
C 0.1031 -3.2517 -4.7042
O -0.6741 -2.3527 -3.9082
H -0.5625 -4.0481 -5.0237
H 0.5025 -2.7536 -5.5909
H 0.9235 -3.6940 -4.1346
H -0.1127 -1.6305 -3.6143
C -4.4681 6.9965 -1.4152
O -3.7570 5.9054 -0.8234
H -5.0943 6.5827 -2.2002
H -5.1046 7.4962 -0.6831
H -3.7830 7.7237 -1.8557
H -3.2085 6.2677 -0.1228
C 0.0866 4.3922 2.7845
O 0.4668 3.0433 3.0424
H 0.2785 4.9574 3.6916
H 0.6774 4.8262 1.9715
H -0.9782 4.4681 2.5452
H 0.3096 2.5281 2.2493
C -4.5345 -3.3386 6.8162
O -3.1321 -3.0800 6.7780
H -4.7857 -3.8888 5.9131
H -4.8026 -3.9470 7.6824
H -5.1119 -2.4109 6.8360
H -2.9011 -2.5998 7.5777
C 0.3507 -4.0901 -0.9741
O 1.5843 -3.9501 -1.6858
H 0.3093 -5.1101 -0.6043
H 0.3028 -3.4009 -0.1256
H -0.5026 -3.9100 -1.6315
H 1.6169 -3.0517 -2.0290
C 4.7711 -2.8228 -3.1922
O 4.6378 -3.9555 -2.3520
H 5.8315 -2.6763 -3.3808
H 4.2617 -2.9644 -4.1497
H 4.3785 -1.9151 -2.7094
H 3.6991 -4.0877 -2.1847
```

Atom charges from the Löwdin analysis, given in e for atoms 1 to 2: atom 1 (C): -0.140, atom 2 (C): -0.495

Record 3
Density functional theory data (wB97M-V/def2-TZVPD) for C45H68BN9Sn as an isolated structure.

Results
HOMO level = -6.82 eV
Total energy = -2487.51236 Ha
ΔE to the lowest compared entry with this formula, charge and spin = 29.53 kcal per mole

```
124
C45H68BN9Sn, DFT wB97M-V/def2-TZVPD
Sn -0.3999 0.6275 0.7523
C -5.9875 0.2460 1.4928
C -4.5160 0.5046 1.1846
C -4.3743 1.4621 -0.0055
C -3.7926 -0.7715 0.8686
C -4.2643 -2.0948 0.8870
C -3.2600 -2.8326 0.2957
N -2.2585 -2.0020 -0.0402
N -2.5740 -0.7458 0.3358
B -1.2205 -2.2139 -1.1722
N -1.3362 -1.0184 -2.1326
C -1.6561 -1.0809 -3.4342
C -1.6576 0.1976 -3.9468
C -1.3105 1.0134 -2.8583
N -1.1148 0.2637 -1.7771
C -1.1354 2.4997 -2.8291
C -2.4282 3.2315 -3.1929
C -0.0069 2.9014 -3.7823
N 0.2488 -2.3396 -0.6787
C 0.8286 -3.5223 -0.3898
C 2.1893 -3.3778 -0.5135
C 2.3677 -2.0336 -0.8930
N 1.1953 -1.4197 -0.9800
C 3.6681 -1.3840 -1.2667
C 4.1225 -1.9074 -2.6353
C 3.5454 0.1336 -1.2990
H -6.4925 1.1863 1.7151
H -6.1016 -0.4127 2.3546
H -6.4822 -0.2139 0.6353
H -4.0451 0.9716 2.0531
H -4.7634 1.0023 -0.9160
H -3.3221 1.7042 -0.1654
H -4.9281 2.3846 0.1753
H -5.2048 -2.4610 1.2585
H -3.2079 -3.8857 0.0755
H -1.4980 -3.2187 -1.7658
H -1.8796 -2.0184 -3.9141
H -1.8715 0.4891 -4.9606
H -0.8554 2.7693 -1.8085
H -2.7186 3.0062 -4.2204
H -2.2833 4.3097 -3.1050
H -3.2411 2.9349 -2.5295
H -0.2755 2.6495 -4.8093
H 0.9102 2.3684 -3.5297
H 0.1832 3.9759 -3.7317
H 0.2287 -4.3789 -0.1302
H 2.9510 -4.1293 -0.3877
H 4.4199 -1.6736 -0.5237
H 3.3713 -1.6637 -3.3878
H 4.2559 -2.9891 -2.6176
H 5.0690 -1.4477 -2.9275
H 2.8162 0.4184 -2.0590
H 4.5096 0.5914 -1.5324
H 3.1868 0.5167 -0.3438
C -1.9663 1.9617 3.0303
C -1.2023 3.0597 2.5812
C 0.1767 2.7202 2.7794
C 0.1874 1.4229 3.3587
C -1.1268 0.9478 3.5249
C -1.5337 -0.2069 4.4172
C -1.4857 0.2832 5.8749
C -2.9504 -0.6957 4.1048
C -0.5646 -1.3845 4.2479
C 1.4785 3.5274 2.8972
C 1.5575 4.0585 4.3419
C 1.6721 4.7107 1.9426
C 2.6958 2.6086 2.6552
C -1.8803 4.3140 2.0340
C -3.4081 4.1483 1.9947
C -1.4486 4.5518 0.5769
C -1.6302 5.5467 2.9178
H -3.0390 1.9636 3.1318
H 1.0600 0.9383 3.7658
H -2.2499 1.0437 6.0453
H -0.5137 0.7269 6.0958
H -1.6577 -0.5434 6.5704
H -3.6816 0.1004 4.2559
H -3.2161 -1.5254 4.7636
H -3.0118 -1.0384 3.0705
H 0.4024 -1.1597 4.7006
H -0.4037 -1.5874 3.1876
H -0.9629 -2.2850 4.7211
H 0.7879 4.8121 4.5125
H 2.5354 4.5064 4.5437
H 1.3912 3.2460 5.0492
H 0.8732 5.4401 2.0037
H 1.7433 4.3578 0.9187
H 2.6043 5.2244 2.1914
H 2.8562 1.9241 3.4882
H 3.6000 3.2122 2.5409
H 2.5472 2.0212 1.7474
H -3.6867 3.2680 1.4186
H -3.8536 5.0240 1.5176
H -3.8274 4.0669 2.9984
H -1.7391 3.6817 -0.0192
H -0.3717 4.6654 0.4878
H -1.9365 5.4355 0.1559
H -2.0337 5.3621 3.9148
H -2.1380 6.4202 2.5007
H -0.5798 5.7905 3.0322
N 1.3300 2.4406 -0.6000
C 1.9593 3.2217 -1.1585
C 2.7351 4.1795 -1.8707
C 3.6643 3.7391 -2.8166
C 4.4076 4.6606 -3.5296
C 4.2364 6.0204 -3.3044
C 3.3005 6.4576 -2.3769
C 2.5472 5.5463 -1.6597
H 3.7843 2.6769 -2.9821
H 5.1185 4.3179 -4.2693
H 4.8287 6.7392 -3.8544
H 3.1538 7.5171 -2.2169
H 1.8144 5.8827 -0.9385
C 5.1506 -0.6017 2.0586
N 4.0666 -1.5668 2.1193
C 4.4067 -2.9776 2.1572
C 2.8196 -1.1734 1.9886
N 1.7216 -0.8177 1.9249
H 5.7880 -0.8040 1.1925
H 5.7559 -0.6571 2.9662
H 4.7424 0.4023 1.9615
H 5.0576 -3.2289 1.3149
H 3.5008 -3.5731 2.0837
H 4.9219 -3.2166 3.0906
```

Atom charges from the Löwdin analysis, given in e for atoms 1 to 2: atom 1 (Sn): 1.519, atom 2 (C): -0.064

Record 4
Density functional theory data (wB97M-V/def2-TZVPD) for a 2-piece molecular cluster, C22H40N3O6S overall.

Results
Total charge = -1
HOMO level = -1.64 eV
Total energy = -1875.99402 Ha
ΔE to the lowest compared entry with this formula, charge and spin = 0.00 kcal per mole

```
72
C22H40N3O6S, DFT wB97M-V/def2-TZVPD
C 1.6827 3.5287 0.0399
C 1.7872 2.6327 -1.2041
C 1.2272 3.4216 -2.4183
C 1.0118 1.3076 -1.0738
C -0.3161 1.4305 -0.3000
C 1.8239 0.1595 -0.4626
O 3.2256 0.2809 -0.7327
C 3.9933 -0.4877 0.1299
O 5.1892 -0.8674 -0.5433
C 6.2726 -0.3549 0.1022
O 7.3810 -0.7943 -0.0177
C 5.7922 0.7788 0.9846
S 7.1018 1.1680 2.2038
C 5.4753 2.1020 0.2161
C 6.4416 2.4578 -0.8956
N 6.6418 1.8032 -1.9641
C 4.4270 0.2322 1.4552
C 4.3629 -0.8831 2.5126
O 5.1917 -0.6803 3.6545
N 4.3944 -0.2031 4.7320
O 4.9083 0.6904 5.2712
H 0.7354 4.0675 0.0603
H 2.4713 4.2865 -0.0099
H 1.8168 2.9807 0.9762
H 2.8406 2.4641 -1.4158
H 1.1836 4.4934 -2.2225
H 0.2108 3.0842 -2.6298
H 1.8311 3.2415 -3.3089
H 0.7460 0.9905 -2.0865
H -0.1617 1.1401 0.7412
H -1.0348 0.7012 -0.6850
H -0.7357 2.4324 -0.3352
H 1.6435 0.0700 0.6159
H 1.4747 -0.7813 -0.9048
H 3.4478 -1.4189 0.3266
H 6.2960 1.6357 3.1630
H 5.5220 2.8925 0.9659
H 4.4591 2.1126 -0.1776
H 6.9948 3.3915 -0.7782
H 6.0531 0.9676 -1.9979
H 3.6539 0.9811 1.6209
H 3.3268 -0.9196 2.8717
H 4.5768 -1.8690 2.0981
C -4.5270 -3.5075 1.3982
C -4.2574 -2.8903 0.0114
C -5.3473 -3.3662 -0.9611
C -6.7233 -2.7284 -0.7448
C -6.6309 -1.3146 -0.1501
C -5.2859 -0.6174 -0.3866
N -4.2319 -1.4315 0.1783
O -2.9667 -0.8500 0.0094
C -5.3135 0.6998 0.3901
C -5.1169 -0.2794 -1.8814
C -2.9310 -3.4424 -0.4967
H -3.7434 -3.1980 2.0914
H -4.5425 -4.6065 1.3627
H -5.4839 -3.1683 1.7989
H -5.0187 -3.1523 -1.9813
H -5.4315 -4.4577 -0.9062
H -7.2462 -2.6925 -1.7053
H -7.3387 -3.3583 -0.0960
H -7.4434 -0.6983 -0.5492
H -6.7972 -1.3620 0.9305
H -5.3659 0.4991 1.4615
H -6.1872 1.2988 0.1035
H -4.4142 1.2817 0.1933
H -5.9337 0.3649 -2.2280
H -5.1096 -1.1703 -2.5114
H -4.1765 0.2499 -2.0351
H -2.9958 -4.5354 -0.5653
H -2.1151 -3.1867 0.1755
H -2.6922 -3.0474 -1.4844
```

Atom charges from the Löwdin analysis, given in e for atoms 1 to 2: atom 1 (C): -0.082, atom 2 (C): -0.380

Record 5
Density functional theory data (wB97M-V/def2-TZVPD) for a 2-piece molecular cluster, C4H12 overall.

Results
HOMO level = -11.31 eV
Total energy = -159.56309 Ha
ΔE to the lowest compared entry with this formula, charge and spin = 13.73 kcal per mole
SMILES = CC.CC

```
16
C4H12, DFT wB97M-V/def2-TZVPD
C -1.8030 -0.9259 -1.1252
C -1.0078 -1.1090 -2.3974
H -2.2625 -1.7751 -0.6199
H -1.0607 -0.6194 -0.3407
H -2.5368 -0.1215 -1.1571
H -1.1252 -0.3274 -3.1462
H 0.0564 -1.3239 -2.2966
H -1.3790 -1.9868 -2.9358
C 1.0225 1.6733 1.6090
C 1.7765 0.3665 1.8371
H 0.2167 1.5246 0.8868
H 0.4781 2.0767 2.4596
H 1.7797 2.4024 1.3150
H 1.6374 0.1936 2.9349
H 2.8403 0.4707 1.6474
H 1.3674 -0.5187 1.3293
```

Atom charges from the Löwdin analysis, given in e for atoms 1 to 2: atom 1 (C): -0.174, atom 2 (C): -0.180

Record 6
Density functional theory data (wB97M-V/def2-TZVPD) for C4H2N2O in the gas phase.

Results
HOMO level = -11.46 eV
Total energy = -338.25735 Ha
ΔE to the lowest compared entry with this formula, charge and spin = 52.76 kcal per mole
SMILES = N#CC(C#N)C=O

```
9
C4H2N2O, DFT wB97M-V/def2-TZVPD
N 1.6963 0.6150 1.8683
C 0.7456 0.6288 1.0538
C -0.1254 0.2155 0.0738
C -0.9165 1.1374 -0.6681
N -1.5815 2.0193 -1.0250
C 0.3808 -1.0710 -0.5796
O -0.1177 -1.5857 -1.6463
H -1.0576 -0.2365 0.7037
H 0.9759 -1.7228 0.2194
```

Atom charges from the Löwdin analysis, given in e for atoms 1 to 2: atom 1 (N): 0.186, atom 2 (C): -0.175

Record 7
Density functional theory data (wB97M-V/def2-TZVPD) for C19H20N6O in the gas phase.

Results
HOMO level = -8.42 eV
Total energy = -1139.78275 Ha
ΔE to the lowest compared entry with this formula, charge and spin = 0.00 kcal per mole
SMILES = CCN1CCN(c2nc3c(C)cccn3c(=O)c2C=C(C#N)C#N)CC1

```
46
C19H20N6O, DFT wB97M-V/def2-TZVPD
C -0.4856 -3.5028 2.0354
C 0.4298 -2.3416 1.6591
N 1.2784 -2.7085 0.5364
C 0.6296 -2.6273 -0.7644
C 1.0504 -1.3633 -1.5432
N 1.3196 -0.2828 -0.6224
C 0.3883 0.6554 -0.3866
N -0.8263 0.4232 -0.9116
C -1.8578 1.1265 -0.5268
C -3.1329 0.8872 -1.1290
C -3.1871 -0.0795 -2.2637
C -4.2300 1.5336 -0.6411
C -4.1109 2.4340 0.4400
C -2.8892 2.6668 0.9764
N -1.7798 2.0405 0.4983
C -0.5025 2.4424 1.0278
O -0.4759 3.2963 1.8924
C 0.6251 1.7989 0.4196
C 1.8789 2.4307 0.6432
C 2.9482 2.4431 -0.2093
C 2.9370 1.8702 -1.4957
N 2.9271 1.4427 -2.5621
C 4.1307 3.1328 0.1266
N 5.1055 3.6715 0.4031
C 2.4435 -0.5241 0.2505
C 2.5598 -2.0478 0.5044
H -1.1742 -3.7370 1.2278
H 0.1107 -4.3865 2.2432
H -1.0639 -3.2493 2.9202
H 1.0772 -2.1186 2.5104
H -0.1798 -1.4468 1.4550
H 0.8972 -3.5153 -1.3476
H -0.4508 -2.6262 -0.6198
H 0.2630 -1.0483 -2.2245
H 1.9669 -1.5421 -2.1108
H -4.2007 -0.1772 -2.6414
H -2.8251 -1.0525 -1.9375
H -2.5316 0.2545 -3.0656
H -5.2004 1.3595 -1.0807
H -4.9789 2.9375 0.8306
H -2.6984 3.3541 1.7877
H 1.9324 3.0583 1.5254
H 2.2773 0.0020 1.1948
H 3.3785 -0.1534 -0.1886
H 3.1498 -2.5162 -0.2871
H 3.0770 -2.2144 1.4510
```

Atom charges from the Löwdin analysis, given in e for atoms 1 to 2: atom 1 (C): -0.082, atom 2 (C): -0.255

Record 8
Density functional theory data (wB97M-V/def2-TZVPD) for C7H11N in the gas phase.

Results
HOMO level = -8.92 eV
Total energy = -327.99161 Ha
ΔE to the lowest compared entry with this formula, charge and spin = 60.47 kcal per mole
SMILES = C[C@H]1C=C[C@@H](N)C=C1

```
19
C7H11N, DFT wB97M-V/def2-TZVPD
C 0.7790 -1.8041 0.9205
C -0.0535 -1.4347 -0.2360
C 0.7324 -0.5566 -1.1927
C 0.6297 0.8468 -1.2193
C -0.4869 1.5155 -0.5396
N 0.2657 2.2778 0.5869
C -1.4649 0.5641 0.0004
C -1.2816 -0.6913 0.1143
H 0.5639 -2.6334 1.6322
H 0.9576 -0.8897 1.5988
H 1.7942 -2.0735 0.4868
H -0.3213 -2.3062 -0.8963
H 1.7035 -1.0010 -1.6724
H 1.4098 1.4561 -1.5614
H -0.8859 2.2751 -1.1315
H -0.4968 2.9103 0.9821
H 0.6440 1.8263 1.3820
H -2.3413 1.0797 0.3138
H -2.1474 -1.3611 0.4314
```

Atom charges from the Löwdin analysis, given in e for atoms 1 to 2: atom 1 (C): -0.089, atom 2 (C): -0.428